# C21H34N4OS

The molecule C21H34N4OS (wB97M-V/def2-TZVPD, the OMol25 dataset).

Its energy above the lowest of the compared OMol25 structures with the same formula, charge and spin is 4.0 kcal/mol. The total energy is -1513.06906 a.u. As for the structure (SMILES): CSC[C@H](C)N1CCC(N2CCC(C(=O)NCc3ccccn3)CC2)CC1. The LUMO energy is 0.8 eV. As for the gap between HOMO and LUMO: 8.90 eV. Its spin multiplicity is 1. For the largest force on an atom, the calculation gives 0.66 eV/Å. The total charge is 0.

Each line ends with the Mulliken charge.
Atoms and positions in Å:
H 2.02164 -1.37429 0.66832  0.452
C 4.00787 0.58769 0.69090  -0.078
C 0.68921 1.99554 -0.63610  -0.670
H -6.40342 -0.46897 1.32620  0.339
H -3.36074 -1.90486 -0.27238  0.304
H -6.95069 0.45134 -0.09824  0.538
H -4.01547 2.27908 0.86686  0.408
N 5.04591 0.90924 -0.11616  -0.122
H 7.27975 -3.58935 0.80130  0.402
H -2.07511 1.32592 2.00265  0.344
H -1.73813 2.42283 -0.16360  0.264
C 0.29235 -0.23712 0.06364  -0.365
H -4.17389 -1.61277 1.27495  0.265
N -0.17772 1.13155 0.13631  0.420
H 6.03708 -1.50909 1.41697  0.454
C 1.67301 -0.34052 0.70476  -1.319
H -2.06633 -0.37056 -1.35266  0.155
C 8.76675 -1.32420 -1.19951  -0.214
S -7.55150 -1.86137 -0.24342  -0.046
H -3.71277 2.19046 -1.59469  0.396
C -1.59882 1.33532 -0.09768  -0.608
H -2.31225 -0.23111 1.20964  0.084
C 8.51180 -2.56053 -0.62820  -0.388
C 2.66007 0.57342 -0.01710  0.592
H -5.25871 -0.83040 -1.47297  0.444
H 9.53424 -1.20127 -1.95288  0.380
H 0.35653 -0.59311 -0.98224  0.324
H 0.28565 3.01077 -0.61325  0.431
H 9.07777 -3.43040 -0.92322  0.370
H 2.73870 2.66935 -0.58464  0.422
H -4.07155 0.66510 -2.41826  0.514
C -9.07468 -1.30790 0.57158  -0.807
H -1.62121 1.08474 -2.25556  0.403
H 0.75822 1.67796 -1.69431  0.343
C 7.51199 -2.64521 0.32985  -0.502
H 2.79128 0.23156 -1.05069  0.232
C -3.91071 1.18613 0.86783  -1.128
C -4.32509 -1.76902 0.20955  -1.521
H -9.83121 -2.05895 0.37155  0.348
C 6.41244 0.96789 0.36321  -1.019
C 6.82011 -1.49762 0.67477  -0.416
H 6.35493 1.10390 1.44660  0.382
N -4.45759 0.70687 -0.38225  0.215
N 8.10642 -0.22451 -0.87871  -0.513
H -9.38019 -0.35050 0.15807  0.251
H -0.40101 -0.88338 0.60223  0.409
C -5.09051 -0.59710 -0.41514  0.041
H 4.90645 0.98357 -1.11077  0.282
C -6.47286 -0.46949 0.23758  -0.978
C -3.64564 1.09752 -1.51031  -1.408
H -4.90615 -2.67857 0.07531  0.575
H -4.51153 0.79645 1.69032  0.442
H 2.02257 2.35041 1.00557  0.311
H 6.92616 1.81406 -0.09753  0.332
C 2.08821 1.99518 -0.02341  -0.919
C -2.16550 0.71513 -1.38402  -0.167
H 1.61646 -0.03467 1.74925  0.281
H -8.90509 -1.22580 1.64183  0.243
O 4.14457 0.38305 1.87869  -0.672
C 7.15716 -0.30368 0.04285  0.746
C -2.42922 0.84424 1.09070  -0.276

Forces on the atoms, in the same order (eV/Å):
H 0.013 -0.031 0.047
C -0.283 0.022 -0.599
C 0.161 0.159 0.132
H 0.066 0.103 0.060
H 0.131 -0.046 0.003
H 0.093 0.014 0.036
H 0.006 -0.017 0.134
N 0.345 0.148 -0.259
H -0.014 -0.057 0.036
H 0.053 0.002 0.050
H -0.010 -0.038 -0.005
C 0.127 -0.094 0.196
H 0.031 -0.005 0.141
N 0.057 0.109 -0.008
H -0.098 0.013 0.096
C -0.007 -0.058 -0.247
H 0.045 -0.073 -0.030
C 0.173 -0.393 -0.074
S -0.012 0.116 0.099
H 0.044 -0.007 -0.117
C -0.196 -0.279 0.051
H 0.016 -0.091 0.035
C -0.020 0.053 0.000
C -0.090 0.018 0.483
H 0.026 0.066 0.061
H 0.078 -0.096 -0.050
H -0.084 -0.022 0.045
H -0.013 -0.036 -0.055
H 0.060 -0.054 -0.041
H 0.026 0.032 0.015
H -0.028 0.089 0.008
C 0.492 -0.066 -0.194
H 0.056 -0.036 -0.072
H -0.023 0.056 0.012
C -0.015 0.103 -0.023
H 0.018 0.023 0.008
C 0.074 -0.086 0.119
C -0.085 0.150 -0.282
H -0.114 -0.023 0.026
C -0.019 -0.001 0.181
C 0.115 -0.065 -0.059
H 0.046 0.075 -0.150
N 0.062 0.055 -0.144
N -0.028 0.494 -0.068
H -0.119 0.051 0.037
H -0.013 -0.049 -0.075
C -0.272 -0.080 0.140
H -0.136 -0.037 0.086
C -0.374 -0.335 -0.205
C 0.113 -0.098 -0.119
H 0.011 -0.135 0.071
H -0.034 0.083 0.049
H 0.020 0.053 0.035
H -0.001 -0.113 0.089
C -0.100 -0.024 -0.336
C -0.037 0.329 0.130
H 0.005 -0.055 0.014
H -0.109 0.020 0.083
O -0.018 -0.125 0.456
C -0.090 -0.002 0.151
C -0.121 0.285 -0.201